Run A
{
  "formula": "C57H127N5O9",
  "method": "ωB97M-V/def2-TZVPD",
  "elements": ["C", "C", "C", "C", "C", "C", "N", "O", "C", "C", "C", "H", "H", "H", "H", "H", "H", "H", "H", "H", "H", "H", "H", "H", "H", "H", "H", "H", "H", "H", "C", "C", "C", "C", "C", "C", "N", "O", "C", "C", "C", "H", "H", "H", "H", "H", "H", "H", "H", "H", "H", "H", "H", "H", "H", "H", "H", "H", "H", "H", "C", "C", "C", "C", "C", "C", "N", "O", "C", "C", "C", "H", "H", "H", "H", "H", "H", "H", "H", "H", "H", "H", "H", "H", "H", "H", "H", "H", "H", "H", "C", "C", "C", "C", "C", "C", "N", "O", "C", "C", "C", "H", "H", "H", "H", "H", "H", "H", "H", "H", "H", "H", "H", "H", "H", "H", "H", "H", "H", "H", "C", "C", "C", "C", "C", "C", "N", "O", "C", "C", "C", "H", "H", "H", "H", "H", "H", "H", "H", "H", "H", "H", "H", "H", "H", "H", "H", "H", "H", "H", "C", "C", "C", "O", "H", "H", "H", "H", "H", "H", "H", "H", "C", "C", "C", "O", "H", "H", "H", "H", "H", "H", "H", "H", "C", "C", "C", "O", "H", "H", "H", "H", "H", "H", "H", "H", "C", "C", "C", "O", "H", "H", "H", "H", "H", "H", "H", "H"],
  "coordinates": [[2.46, 3.14, 2.19], [2.11, 1.69, 1.88], [1.84, 1.55, 0.33], [3.01, 1.67, -0.59], [4.03, 0.56, -0.16], [4.40, 0.52, 1.31], [3.19, 0.75, 2.21], [3.40, 0.61, 3.55], [4.92, -0.91, 1.57], [5.55, 1.57, 1.56], [0.76, 1.32, 2.51], [3.36, 3.49, 1.67], [2.61, 3.30, 3.25], [1.66, 3.80, 1.83], [1.43, 0.56, 0.16], [1.03, 2.21, 0.03], [3.58, 2.60, -0.59], [2.61, 1.42, -1.58], [4.97, 0.68, -0.70], [3.71, -0.42, -0.51], [4.04, -1.56, 1.60], [5.45, -1.33, 0.72], [5.49, -1.09, 2.48], [5.48, 2.59, 1.19], [5.84, 1.69, 2.61], [6.46, 1.18, 1.11], [-0.19, 1.81, 2.30], [0.85, 1.22, 3.59], [0.45, 0.29, 2.31], [3.02, -0.26, 3.70], [-2.62, -0.77, -2.28], [-2.54, 0.64, -2.97], [-1.04, 0.83, -3.25], [-0.79, 1.98, -4.22], [-1.67, 1.77, -5.50], [-3.17, 1.55, -5.21], [-3.32, 0.51, -4.22], [-4.67, 0.30, -3.94], [-3.74, 2.95, -4.90], [-3.75, 1.14, -6.58], [-3.16, 1.62, -1.92], [-2.53, -1.55, -3.04], [-3.53, -0.93, -1.70], [-1.75, -0.83, -1.63], [-0.56, 0.97, -2.28], [-0.54, -0.07, -3.60], [0.26, 2.10, -4.48], [-0.99, 2.94, -3.72], [-1.32, 0.87, -6.00], [-1.47, 2.55, -6.24], [-3.24, 3.56, -4.15], [-3.71, 3.58, -5.78], [-4.75, 2.78, -4.51], [-3.17, 0.33, -7.02], [-4.80, 0.86, -6.55], [-3.62, 1.94, -7.31], [-3.31, 2.65, -2.24], [-2.49, 1.71, -1.06], [-4.16, 1.34, -1.58], [-4.82, -0.54, -4.39], [0.40, -2.10, 3.42], [1.61, -2.35, 2.47], [2.93, -2.37, 3.34], [3.16, -3.68, 4.12], [3.09, -4.91, 3.22], [1.80, -4.95, 2.35], [1.50, -3.60, 1.71], [0.32, -3.68, 0.95], [2.04, -5.96, 1.17], [0.62, -5.36, 3.23], [1.76, -1.18, 1.45], [-0.51, -2.29, 2.86], [0.44, -1.09, 3.82], [0.39, -2.75, 4.29], [3.84, -2.11, 2.81], [2.79, -1.59, 4.10], [2.41, -3.90, 4.88], [4.09, -3.69, 4.69], [3.07, -5.72, 3.95], [4.02, -5.04, 2.68], [2.61, -6.83, 1.49], [1.10, -6.41, 0.83], [2.53, -5.49, 0.32], [0.79, -6.41, 3.49], [0.48, -4.71, 4.08], [-0.33, -5.39, 2.70], [0.81, -1.16, 0.92], [2.62, -1.34, 0.80], [1.87, -0.23, 1.98], [0.63, -3.10, 0.24], [2.61, -4.58, -4.26], [2.59, -3.64, -2.98], [3.77, -2.61, -3.27], [3.73, -1.38, -2.35], [2.31, -0.69, -2.25], [1.07, -1.70, -2.08], [1.27, -2.92, -2.87], [0.16, -3.71, -2.85], [0.83, -1.93, -0.61], [-0.16, -0.88, -2.63], [2.92, -4.44, -1.72], [1.86, -5.37, -4.20], [3.55, -5.05, -4.54], [2.33, -4.04, -5.16], [4.70, -3.17, -3.24], [3.72, -2.27, -4.30], [4.45, -0.62, -2.64], [4.04, -1.86, -1.42], [2.14, 0.00, -3.08], [2.47, -0.14, -1.32], [0.66, -0.99, -0.08], [-0.02, -2.60, -0.55], [1.74, -2.40, -0.24], [-0.04, -0.62, -3.68], [-1.04, -1.50, -2.45], [-0.30, 0.04, -2.07], [3.85, -4.98, -1.87], [2.14, -5.12, -1.37], [3.09, -3.78, -0.87], [-0.32, -3.38, -3.61], [-1.64, 5.11, -3.70], [-0.88, 5.41, -2.40], [-1.85, 6.19, -1.56], [-1.65, 6.16, -0.07], [-1.31, 4.79, 0.54], [-0.24, 3.99, -0.29], [-0.38, 4.21, -1.77], [0.51, 3.47, -2.55], [1.10, 4.45, 0.14], [-0.52, 2.54, -0.02], [0.31, 6.33, -2.71], [-0.97, 4.70, -4.45], [-2.08, 6.00, -4.15], [-2.45, 4.40, -3.53], [-1.80, 7.26, -1.81], [-2.85, 5.91, -1.86], [-2.54, 6.60, 0.37], [-0.86, 6.89, 0.07], [-2.22, 4.20, 0.65], [-0.87, 4.95, 1.53], [1.79, 3.86, -0.47], [1.31, 5.45, -0.25], [1.26, 4.47, 1.21], [-1.51, 2.19, -0.32], [0.27, 1.96, -0.50], [-0.48, 2.31, 1.05], [0.71, 6.85, -1.84], [-0.04, 7.09, -3.41], [1.09, 5.83, -3.27], [-0.12, 3.02, -3.13], [-0.44, 0.29, 0.15], [-1.62, -0.57, 0.44], [-1.42, -2.01, 0.92], [-2.03, 0.10, 1.60], [-0.63, 1.35, 0.02], [0.01, 0.00, -0.80], [0.28, 0.19, 0.96], [-2.37, -0.58, -0.35], [-1.01, -2.67, 0.15], [-2.33, -2.33, 1.44], [-0.67, -2.10, 1.71], [-1.90, -0.38, 2.42], [-3.86, -2.80, 3.16], [-2.80, -3.75, 3.84], [-2.06, -4.72, 2.90], [-1.84, -2.87, 4.48], [-3.43, -2.46, 2.21], [-4.17, -1.93, 3.74], [-4.76, -3.35, 2.90], [-3.32, -4.23, 4.67], [-1.71, -5.57, 3.48], [-1.23, -4.35, 2.30], [-2.72, -5.10, 2.12], [-1.35, -3.31, 5.18], [-0.70, 0.80, 3.91], [-1.53, -0.48, 4.29], [-3.00, -0.07, 4.61], [-1.60, -1.47, 3.19], [-1.03, 1.34, 3.03], [0.33, 0.53, 3.67], [-0.66, 1.49, 4.75], [-1.14, -0.99, 5.17], [-3.42, 0.55, 3.83], [-3.00, 0.66, 5.42], [-3.69, -0.90, 4.81], [-1.87, -2.31, 3.55], [-3.72, 1.90, -0.03], [-3.25, 2.31, 1.39], [-3.94, 1.54, 2.54], [-1.84, 2.03, 1.51], [-4.77, 1.61, -0.05], [-3.22, 1.01, -0.42], [-3.61, 2.71, -0.75], [-3.38, 3.39, 1.50], [-3.71, 0.47, 2.62], [-5.02, 1.63, 2.50], [-3.68, 2.03, 3.48], [-1.79, 1.10, 1.28]],
  "mulliken_charge": [-1.596, -0.279, 1.694, -1.995, -0.041, 1.846, 1.379, -0.865, -2.064, -2.089, -0.275, 0.285, 0.400, 0.240, 2.679, -1.305, 0.729, 0.750, 1.282, -1.424, 0.972, 0.448, 0.329, 0.333, 0.453, 0.542, 0.798, 0.407, -1.018, -0.472, -1.544, 1.561, -0.545, 0.699, -2.203, 1.773, 0.427, -0.474, -1.656, -1.876, 0.255, 0.673, 0.633, -0.799, 0.018, -0.351, 0.797, -0.617, 0.522, 0.654, 0.495, 0.392, 0.390, 0.433, 0.381, 0.378, -0.470, -0.703, 0.657, 0.395, -0.734, 1.006, -0.462, -1.284, -1.377, 1.774, 1.166, -0.842, -2.431, -2.443, 0.757, 1.143, 0.641, 0.635, -0.676, 1.115, 0.366, 0.482, 0.539, 0.353, 0.593, 0.401, 0.509, 0.540, 0.421, 0.437, 0.372, 1.599, -0.220, -0.375, -2.129, 1.890, -1.614, -0.787, -0.867, 0.460, 1.034, -0.518, 0.276, -0.887, -1.891, 0.367, 0.340, 0.493, 0.537, 0.431, 0.452, -0.096, 1.283, -2.415, 0.024, 0.318, -0.522, 0.730, 0.065, -1.399, 0.447, 0.747, -0.051, 0.413, -2.090, 2.031, -1.383, -1.386, -0.373, -1.102, 1.591, -0.745, -0.976, 0.284, -2.028, 0.499, 0.458, -0.419, 0.299, 0.504, 0.357, 0.557, -0.290, 0.516, 0.592, 0.264, 0.044, 0.994, 0.833, 0.675, 0.355, 0.574, 0.214, -0.264, 0.049, 0.134, -1.620, -0.069, -1.553, 0.870, -0.788, -0.398, 0.403, -0.765, -0.255, 0.360, -0.769, 0.119, -1.308, -0.017, 0.440, 0.115, 0.469, 0.550, 0.405, 0.194, 0.561, 0.568, 0.032, 0.332, -1.220, -0.619, 0.436, -0.644, 0.472, 0.779, -0.474, 0.483, 0.321, -1.226, -0.055, -0.751, -1.082, -1.139, 0.501, 0.503, 0.102, 0.751, -0.064, 0.463, 0.597, -0.358],
  "lumo_energy_ha": 0.0094
}


Run B
{
  "formula": "C57H127N5O9",
  "method": "ωB97M-V/def2-TZVPD",
  "elements": ["C", "C", "C", "C", "C", "C", "C", "C", "C", "N", "O", "H", "H", "H", "H", "H", "H", "H", "H", "H", "H", "H", "H", "H", "H", "H", "H", "H", "H", "H", "C", "C", "C", "C", "C", "C", "C", "C", "C", "N", "O", "H", "H", "H", "H", "H", "H", "H", "H", "H", "H", "H", "H", "H", "H", "H", "H", "H", "H", "H", "C", "C", "C", "C", "C", "C", "C", "C", "C", "N", "O", "H", "H", "H", "H", "H", "H", "H", "H", "H", "H", "H", "H", "H", "H", "H", "H", "H", "H", "H", "C", "C", "C", "C", "C", "C", "C", "C", "C", "N", "O", "H", "H", "H", "H", "H", "H", "H", "H", "H", "H", "H", "H", "H", "H", "H", "H", "H", "H", "H", "C", "C", "C", "C", "C", "C", "C", "C", "C", "N", "O", "H", "H", "H", "H", "H", "H", "H", "H", "H", "H", "H", "H", "H", "H", "H", "H", "H", "H", "H", "C", "C", "C", "O", "H", "H", "H", "H", "H", "H", "H", "H", "C", "C", "C", "O", "H", "H", "H", "H", "H", "H", "H", "H", "C", "C", "C", "O", "H", "H", "H", "H", "H", "H", "H", "H", "C", "C", "C", "O", "H", "H", "H", "H", "H", "H", "H", "H"],
  "coordinates": [[7.22, -0.58, -2.50], [6.21, -1.14, -1.44], [4.72, -0.77, -1.68], [6.34, -2.73, -1.62], [5.89, -3.57, -0.45], [6.64, -3.09, 0.80], [6.49, -1.60, 1.09], [5.06, -1.49, 1.63], [7.49, -1.31, 2.14], [6.69, -0.76, -0.08], [6.74, 0.62, 0.07], [7.12, -0.98, -3.51], [7.12, 0.51, -2.51], [8.25, -0.83, -2.23], [3.93, -1.16, -1.03], [4.65, 0.31, -1.57], [4.38, -0.96, -2.70], [5.74, -3.05, -2.48], [7.37, -2.94, -1.89], [4.80, -3.51, -0.42], [5.88, -4.64, -0.69], [7.70, -3.33, 0.85], [6.24, -3.74, 1.58], [4.99, -2.06, 2.56], [4.23, -1.75, 0.98], [4.94, -0.41, 1.76], [7.34, -1.95, 3.01], [7.45, -0.28, 2.49], [8.50, -1.47, 1.76], [7.68, 0.74, -0.10], [0.04, -1.62, 2.67], [-0.10, -0.26, 2.08], [0.19, -0.37, 0.55], [-1.60, 0.15, 2.14], [-2.04, 1.56, 1.85], [-1.14, 2.40, 2.75], [0.38, 2.22, 2.57], [0.90, 2.71, 1.22], [0.97, 3.01, 3.79], [0.69, 0.81, 2.76], [2.12, 0.55, 2.96], [-0.79, -2.32, 2.55], [0.87, -2.19, 2.27], [0.38, -1.46, 3.70], [-0.29, -1.24, 0.11], [-0.09, 0.55, 0.03], [1.28, -0.49, 0.49], [-2.21, -0.40, 1.42], [-1.93, -0.10, 3.15], [-1.99, 1.87, 0.81], [-3.11, 1.64, 2.06], [-1.38, 2.11, 3.77], [-1.45, 3.43, 2.56], [0.98, 3.80, 1.24], [0.25, 2.47, 0.38], [1.89, 2.34, 0.93], [0.76, 4.08, 3.67], [2.04, 2.92, 3.96], [0.50, 2.77, 4.74], [2.42, 0.91, 2.11], [-7.88, 2.73, 0.46], [-8.25, 1.13, 0.60], [-9.37, 0.76, -0.35], [-6.94, 0.40, 0.07], [-5.79, 0.31, 1.09], [-6.35, -0.30, 2.37], [-7.60, 0.39, 2.96], [-8.08, -0.70, 3.94], [-7.25, 1.73, 3.84], [-8.59, 0.75, 2.02], [-9.82, 1.25, 2.57], [-7.50, 2.88, -0.55], [-7.27, 2.98, 1.33], [-8.73, 3.41, 0.48], [-9.37, 1.27, -1.31], [-10.29, 1.02, 0.17], [-9.45, -0.33, -0.37], [-7.08, -0.62, -0.28], [-6.47, 1.02, -0.69], [-5.40, 1.31, 1.28], [-5.09, -0.32, 0.53], [-5.57, -0.34, 3.13], [-6.61, -1.33, 2.13], [-7.30, -0.89, 4.68], [-8.92, -0.53, 4.60], [-8.25, -1.65, 3.44], [-6.37, 2.20, 3.39], [-8.15, 2.33, 4.02], [-6.80, 1.49, 4.80], [-10.36, 0.46, 2.48], [-0.99, -4.86, -3.79], [-0.16, -5.73, -2.84], [-0.67, -7.18, -2.58], [1.19, -5.88, -3.67], [2.22, -4.75, -3.51], [2.35, -4.33, -2.08], [0.99, -3.95, -1.48], [1.42, -3.91, -0.01], [0.52, -2.60, -2.05], [0.10, -5.09, -1.57], [-1.08, -5.01, -0.77], [-1.56, -4.28, -3.06], [-0.35, -4.16, -4.33], [-1.55, -5.32, -4.60], [0.22, -7.70, -2.23], [-1.52, -7.24, -1.91], [-0.99, -7.74, -3.46], [1.70, -6.83, -3.49], [0.95, -5.91, -4.73], [3.24, -5.09, -3.67], [2.05, -3.93, -4.21], [3.10, -3.53, -2.00], [2.69, -5.23, -1.57], [1.76, -4.89, 0.31], [0.57, -3.64, 0.62], [2.23, -3.18, 0.08], [-0.52, -2.45, -1.74], [0.68, -2.49, -3.12], [1.06, -1.79, -1.56], [-0.88, -5.69, -0.13], [2.11, 4.25, -6.64], [0.94, 3.62, -5.89], [0.08, 4.70, -5.40], [0.25, 2.82, -6.97], [-0.66, 1.66, -6.52], [0.03, 0.78, -5.50], [0.76, 1.52, -4.30], [-0.25, 1.82, -3.16], [1.78, 0.46, -3.79], [1.52, 2.67, -4.84], [2.18, 3.40, -3.94], [2.74, 4.87, -6.02], [2.81, 3.45, -6.87], [1.94, 4.77, -7.58], [-0.91, 4.33, -5.12], [0.50, 5.11, -4.49], [-0.09, 5.50, -6.13], [-0.26, 3.58, -7.56], [0.94, 2.49, -7.74], [-1.63, 1.97, -6.14], [-0.98, 1.05, -7.37], [0.76, 0.25, -6.12], [-0.61, 0.05, -5.00], [-0.49, 1.04, -2.44], [-1.16, 2.17, -3.66], [0.05, 2.46, -2.33], [1.29, -0.51, -3.75], [2.17, 0.66, -2.79], [2.64, 0.45, -4.47], [3.10, 3.53, -4.17], [-3.72, -2.52, -0.75], [-5.22, -3.02, -0.72], [-5.43, -4.42, -1.46], [-5.70, -3.09, 0.63], [-3.09, -3.39, -0.55], [-3.61, -1.73, -0.01], [-3.39, -2.12, -1.71], [-5.88, -2.27, -1.16], [-5.04, -4.37, -2.48], [-6.49, -4.63, -1.62], [-4.79, -5.20, -1.06], [-5.28, -3.83, 1.08], [5.95, 4.96, 3.45], [6.57, 3.63, 3.05], [6.02, 2.47, 3.84], [6.60, 3.40, 1.71], [6.37, 5.86, 3.00], [6.34, 5.11, 4.46], [4.90, 5.09, 3.21], [7.64, 3.71, 3.21], [4.93, 2.48, 3.82], [6.40, 2.45, 4.86], [6.34, 1.53, 3.40], [6.14, 2.59, 1.47], [2.15, 7.01, 0.13], [3.05, 7.51, 1.15], [4.02, 8.58, 0.61], [2.26, 8.02, 2.20], [1.80, 6.01, 0.38], [2.75, 6.90, -0.77], [1.28, 7.65, -0.05], [3.69, 6.72, 1.54], [4.67, 8.88, 1.43], [3.58, 9.49, 0.20], [4.85, 8.27, -0.03], [1.49, 7.46, 2.33], [-3.16, -3.55, 5.55], [-4.21, -2.42, 5.87], [-4.67, -2.64, 7.27], [-3.44, -1.22, 5.71], [-2.65, -3.41, 4.60], [-3.67, -4.51, 5.65], [-2.42, -3.63, 6.35], [-5.13, -2.47, 5.29], [-5.62, -2.14, 7.45], [-4.01, -2.30, 8.07], [-4.95, -3.70, 7.34], [-3.97, -0.47, 6.00]],
  "mulliken_charge": [-2.143, 1.708, -1.855, -1.451, 0.342, -1.884, 2.142, -1.308, -1.876, 0.315, -0.212, 0.356, 0.425, 0.501, 0.153, 0.500, 0.476, 0.538, 0.437, -0.460, 0.531, 0.445, 0.520, 0.527, -0.191, 0.105, 0.364, 0.116, 0.542, 0.297, -2.272, 2.928, -0.240, -0.703, -0.051, -1.757, 1.760, -0.697, -1.837, 0.286, -0.448, 0.292, 0.205, 0.547, 0.009, -0.703, 0.075, -0.856, 0.520, 0.327, 0.121, 0.388, 0.457, 0.094, -0.121, 0.344, 0.401, 0.082, 0.419, 0.310, -1.666, 1.554, -1.965, -1.416, 0.488, -1.106, 1.538, -1.834, -1.733, 0.567, -0.494, 0.433, 0.290, 0.401, 0.355, 0.454, 0.427, 0.167, 0.410, 0.312, -0.679, 0.429, 0.481, 0.203, 0.422, 0.483, 0.374, 0.327, 0.406, 0.351, -1.327, 1.642, -1.804, -1.550, -0.852, -0.847, 2.368, -1.449, -0.419, 0.137, -0.286, -0.002, 0.349, 0.416, 0.406, 0.359, 0.391, 0.381, 0.350, 0.597, 0.263, -0.549, 0.737, 0.667, 0.391, -0.301, -0.445, 0.341, -0.262, 0.302, -2.088, 1.848, -1.899, -1.438, -1.009, -1.294, 1.868, -1.707, -1.586, 0.427, -0.493, 0.422, 0.515, 0.362, 0.374, 0.344, 0.475, 0.498, 0.450, 0.416, 0.428, 0.443, 0.477, 0.296, 0.417, 0.331, -0.095, 0.401, 0.541, 0.351, 0.191, 0.293, -1.503, -0.456, 0.019, -0.698, 0.426, 0.327, 0.369, 0.379, 0.378, 0.319, -1.290, 0.781, -0.560, -0.554, 0.378, 0.411, 0.134, 0.102, -0.009, 0.463, -0.100, 0.261, -1.084, 1.221, -1.540, -0.591, 0.104, 0.332, 0.370, -0.251, 0.392, 0.345, 0.400, 0.325, -1.331, 1.103, -1.533, -0.521, 0.176, 0.418, 0.364, -0.069, 0.429, 0.332, 0.364, 0.281],
  "smiles": "CC1(C)CCCC(C)(C)N1O.CC1(C)CCCC(C)(C)N1O.CC1(C)CCCC(C)(C)N1O.CC1(C)CCCC(C)(C)N1O.CC1(C)CCCC(C)(C)N1O.CC(C)O.CC(C)O.CC(C)O.CC(C)O",
  "lumo_energy_ha": 0.0140
}


Question: which arrangement is favored energetically? Ranking from most to least stable: run B, run A.


Run A
{
  "formula": "C2H4ClPS2",
  "method": "ωB97M-V/def2-TZVPD",
  "elements": ["C", "C", "P", "S", "S", "Cl", "H", "H", "H", "H"],
  "coordinates": [[-0.51, 0.39, -0.62], [-0.80, -0.42, 0.68], [1.36, 0.70, -0.96], [-0.63, -2.09, 0.47], [2.23, -1.07, -0.70], [1.70, 1.75, 0.75], [-0.76, -0.27, -1.45], [-1.04, 1.36, -0.54], [0.13, -0.17, 1.31], [-1.70, -0.18, 1.06]],
  "mulliken_charge": [-0.745, -0.502, 0.312, -0.093, -0.177, -0.227, 0.401, 0.380, 0.221, 0.431],
  "lumo_energy_ha": [-0.1193, -0.1190]
}


Run B
{
  "formula": "C2H4ClPS2",
  "method": "ωB97M-V/def2-TZVPD",
  "elements": ["C", "C", "P", "S", "S", "Cl", "H", "H", "H", "H"],
  "coordinates": [[2.37, -0.70, 0.27], [0.99, -0.40, -0.10], [0.60, -1.86, 2.52], [2.54, -1.91, 1.65], [-0.20, -0.41, 1.40], [0.28, -1.51, -2.70], [2.81, -1.32, -0.47], [3.01, 0.15, 0.52], [0.98, 0.46, -0.73], [0.69, -1.28, -0.66]],
  "mulliken_charge": [-0.340, -0.629, 0.368, -0.066, 0.003, -0.717, 0.321, 0.373, 0.500, 0.187],
  "lumo_energy_ha": [-0.1237, -0.1236]
}


Question: which arrangement is favored energetically? Ranking from most to least stable: run B, run A.